[1]
Entry from the Open Molecules 2025 dataset: C4H9NO in the gas phase (wB97M-V/def2-TZVPD).

- F_max (eV/Å) = 2.44
- structure (SMILES) = CC/C(O)=C/N
- Kohn-Sham gap (eV) = 8.34
- E_HOMO (eV) = -7.4
- energy relative to the best compared isomer or geometry (same formula, charge and spin) (kcal/mol) = 34.8
- total energy (eV) = -7830.8125

Positions of all 15 atoms, in Å:
C -1.5425 -1.1646 -0.7079
C -1.0637 0.2780 -0.5188
C 0.3710 0.3408 -0.0788
O 1.3280 0.0467 -1.0447
C 0.7674 0.4733 1.1925
N 2.0880 0.5190 1.6176
H -0.9172 -1.6974 -1.4237
H -1.4965 -1.6940 0.2414
H -2.5701 -1.1817 -1.0671
H -1.6809 0.7683 0.2343
H -1.1820 0.8262 -1.4604
H 0.8786 -0.1611 -1.8697
H -0.0340 0.9531 1.7689
H 2.3083 1.2618 2.2641
H 2.7457 0.4316 0.8524

=====

[2]
Entry from the Open Molecules 2025 dataset: a gas-phase ion, C4H8N3S (charge +1) (wB97M-V/def2-TZVPD).

- F_max (eV/Å) = 7.46
- Kohn-Sham gap (alpha / beta) (eV) = 5.71 / 6.88
- E_HOMO (alpha / beta) (eV) = -9.8 / -14.1
- charge = +1
- <S²> = 2.024
- energy relative to the best compared isomer or geometry (same formula, charge and spin) (kcal/mol) = 89.7
- total energy (eV) = -19570.1822
- 2S+1 = 3

Positions of all 16 atoms, in Å:
C 0.4520 -1.5185 -0.7213
C 2.4303 -0.7388 0.2732
C -1.5786 1.0670 -0.4571
C -2.7988 0.4421 0.1041
N -0.3217 -0.6607 -1.1385
N -0.5098 0.5688 -0.9104
N 3.6262 -0.4617 0.8083
S 1.1259 -1.4468 0.9971
H 0.5397 -2.6051 -1.1825
H 2.3231 -0.3648 -0.7968
H -1.4926 2.1988 -0.4502
H -2.8820 -0.3967 -0.5477
H -3.7141 1.1348 0.0435
H -2.6437 0.2264 1.1319
H 3.8836 -0.8765 1.6913
H 4.3655 -0.1710 0.1776

=====

[3]
Entry from the Open Molecules 2025 dataset: 2 unconnected molecules or ions with the total composition C2H2FIO (wB97M-V/def2-TZVPD).

- F_max (eV/Å) = 4.48
- Kohn-Sham gap (eV) = 9.83
- E_HOMO (eV) = -10.0
- energy relative to the best compared isomer or geometry (same formula, charge and spin) (kcal/mol) = 45.2
- total energy (eV) = -14969.0269

Positions of all 7 atoms, in Å:
C -0.1295 -0.5411 -0.7366
C 0.0654 0.5200 0.2543
O -0.0689 -0.4780 -1.9069
F 0.4875 1.7433 -0.0963
I -1.2984 0.6478 1.8420
H -0.3290 -1.4834 -0.1356
H 1.2729 -0.4085 0.7790

=====

[4]
Entry from the Open Molecules 2025 dataset: a molecular structure, H8IO4 (wB97M-V/def2-TZVPD).

- F_max (eV/Å) = 8.43
- Kohn-Sham gap (eV) = 7.95
- E_HOMO (eV) = -4.5
- charge = -1
- energy relative to the best compared isomer or geometry (same formula, charge and spin) (kcal/mol) = 106.3
- total energy (eV) = -16419.6511

Positions of all 13 atoms, in Å:
I 0.8003 0.3170 0.6650
O 1.8371 -0.0383 -1.9417
H 1.4126 0.2483 -1.1331
H 2.6173 0.5118 -2.0113
O -0.9914 -0.8592 2.5436
H -1.2101 -1.7694 2.3435
H -0.5923 -0.5260 1.7399
O -0.5685 -1.5488 -0.8320
H -0.0969 -0.9040 -0.3048
H -1.4065 -1.6595 -0.3828
O -0.9728 2.1233 -0.1205
H -0.5336 2.4947 -0.8856
H -0.2952 1.6101 0.3196